# 1
ORCA calculation (wB97M-V/def2-TZVPD) on a molecular structure, C20H22N4NiO2.

Each line ends with the Mulliken charge.
Positions of all 49 atoms, in Å:
Ni 0.013 -0.052 0.018  0.80
O -0.568 -0.738 -1.750  -0.75
H -0.849 -0.269 -2.543  0.06
O 0.681 0.546 1.778  -0.76
H 0.294 1.092 2.470  0.05
N -2.129 -0.084 0.698  0.28
C -2.434 0.030 1.976  -0.23
C -3.736 0.041 2.449  -0.89
C -4.769 -0.046 1.530  -0.10
C -4.452 -0.184 0.185  -0.90
C -3.116 -0.172 -0.184  -0.10
H -1.602 0.097 2.667  0.41
H -3.937 0.260 3.489  0.37
H -5.804 -0.076 1.847  0.37
H -5.264 -0.283 -0.522  0.40
H -2.779 -0.284 -1.209  0.43
N 0.225 -2.111 0.635  0.50
C -0.492 -3.128 0.176  -0.14
C -0.350 -4.421 0.655  -0.87
C 0.621 -4.663 1.608  -0.07
C 1.383 -3.599 2.075  -0.92
C 1.150 -2.340 1.551  -0.10
H -1.207 -2.877 -0.600  0.40
H -0.938 -5.207 0.200  0.38
H 0.783 -5.670 1.974  0.37
H 2.170 -3.776 2.794  0.40
H 1.702 -1.479 1.909  0.36
N 2.020 -0.022 -0.677  0.47
C 2.392 -0.826 -1.663  -0.05
C 3.678 -0.848 -2.178  -0.93
C 4.644 -0.019 -1.618  -0.12
C 4.254 0.806 -0.572  -0.87
C 2.946 0.735 -0.112  0.04
H 1.620 -1.445 -2.103  0.39
H 3.909 -1.459 -3.040  0.40
H 5.670 0.018 -1.964  0.38
H 4.914 1.507 -0.078  0.39
H 2.629 1.368 0.707  0.27
N -0.359 2.112 -0.557  0.21
C 0.320 3.078 0.058  -0.18
C 0.442 4.368 -0.431  -0.87
C -0.199 4.697 -1.619  -0.22
C -0.974 3.719 -2.219  -0.85
C -0.997 2.447 -1.666  -0.09
H 0.766 2.795 1.006  0.51
H 1.008 5.102 0.125  0.41
H -0.129 5.696 -2.028  0.39
H -1.583 3.902 -3.095  0.39
H -1.567 1.663 -2.151  0.20

Forces on the atoms, in the same order (eV/Å):
-0.75 0.30 -0.10
-0.35 -0.28 -0.34
0.27 0.00 0.30
0.35 0.21 0.52
-0.08 -0.19 -0.38
0.43 0.03 -0.22
-0.03 -0.07 0.80
-0.26 0.65 -0.11
0.14 -0.41 -0.04
-0.26 0.14 0.32
-0.21 -0.26 -0.48
0.10 0.00 -0.13
0.06 -0.34 0.06
0.02 0.16 0.04
0.23 0.00 -0.24
-0.07 -0.03 0.03
0.00 0.42 -0.25
-0.41 0.01 -0.13
0.11 0.11 -0.43
0.02 -0.07 0.15
-0.02 -0.52 -0.20
0.48 -0.09 0.71
0.07 0.04 -0.02
-0.04 -0.07 0.20
0.03 0.05 0.04
-0.02 0.16 0.08
-0.12 0.10 -0.11
-0.05 -0.29 0.45
0.08 -0.32 -0.83
0.41 0.24 0.05
-0.23 0.27 0.24
-0.16 -0.22 0.19
0.40 0.81 -0.09
-0.20 0.14 0.15
-0.03 -0.16 0.12
-0.07 -0.11 -0.19
0.20 -0.13 -0.11
-0.20 -0.20 0.07
0.31 0.02 0.01
0.16 0.09 0.49
-0.10 0.06 -0.18
-0.14 -0.08 0.25
-0.07 -0.09 -0.06
-0.33 0.01 -0.41
0.08 -0.12 -0.13
0.06 -0.02 -0.03
-0.02 -0.01 -0.03
0.17 0.12 -0.07
0.03 -0.05 0.08

Properties
2S+1 ... 3
⟨S²⟩ ... 2.005
Orbital gap (spin up / spin down) ... 0.3031 / 0.3120 Ha
HOMO energy (spin up / spin down) ... -0.2721 / -0.2810 Ha


# 2
ORCA calculation (wB97M-V/def2-TZVPD) on C20H22N4O4S in the gas phase in a non-equilibrium geometry.

Each line ends with the Mulliken charge.
Positions of all 51 atoms, in Å:
N -8.135 -0.764 1.277  -0.41
C -7.004 -0.914 1.208  0.11
C -5.576 -1.075 1.127  -0.16
C -4.968 -0.066 0.136  -1.29
N -3.522 -0.138 0.142  0.35
C -2.777 0.661 1.094  -1.26
C -1.884 1.675 0.424  0.82
C -0.606 1.946 0.898  -0.33
C 0.164 2.899 0.252  -0.37
C -0.371 3.535 -0.858  -0.52
N -1.583 3.282 -1.319  -0.63
C -2.318 2.386 -0.692  -0.43
C -2.916 -0.944 -0.769  0.05
O -3.539 -1.601 -1.575  -0.65
C -1.416 -0.976 -0.705  0.30
C -0.775 -1.725 0.277  -0.38
C 0.606 -1.793 0.302  -0.85
C 1.334 -1.113 -0.655  0.03
S 3.119 -1.216 -0.580  1.48
O 3.505 -2.579 -0.373  -0.76
O 3.668 -0.505 -1.701  -0.68
N 3.370 -0.396 0.870  0.10
C 3.409 1.046 0.723  -0.43
C 4.809 1.525 0.324  -0.70
O 5.784 1.046 1.225  -0.41
C 5.791 -0.364 1.261  -0.45
C 4.434 -0.904 1.717  -0.73
C 0.711 -0.385 -1.650  -0.52
C -0.672 -0.322 -1.680  -0.40
H -5.154 -0.929 2.127  0.29
H -5.351 -2.091 0.793  0.32
H -5.308 -0.309 -0.874  0.49
H -5.284 0.950 0.387  0.47
H -2.172 0.022 1.748  0.41
H -3.501 1.188 1.723  0.57
H -0.221 1.417 1.758  0.40
H 1.153 3.144 0.603  0.50
H 0.191 4.281 -1.403  0.39
H -3.304 2.219 -1.108  0.42
H -1.358 -2.268 1.008  0.56
H 1.133 -2.373 1.043  0.46
H 2.682 1.318 -0.042  0.08
H 3.121 1.486 1.684  0.44
H 4.872 2.614 0.360  0.40
H 5.026 1.173 -0.693  0.34
H 6.580 -0.647 1.960  0.37
H 6.017 -0.767 0.263  0.31
H 4.410 -1.990 1.649  0.45
H 4.226 -0.586 2.744  0.36
H 1.317 0.110 -2.392  0.56
H -1.176 0.233 -2.457  0.50

Forces on the atoms, in the same order (eV/Å):
-0.64 0.11 0.00
-0.11 -0.07 0.10
0.61 0.03 -0.13
-0.13 -0.16 -0.14
-0.35 0.07 0.13
0.25 0.13 0.14
0.16 0.28 0.10
-0.21 0.09 -0.07
-0.10 -0.03 -0.01
0.35 0.02 0.16
-0.22 0.28 -0.47
-0.08 -0.24 0.35
0.18 0.03 0.08
-0.06 -0.18 -0.23
0.23 -0.24 -0.28
0.04 0.06 -0.08
-0.09 -0.08 0.10
0.49 0.04 -0.10
-0.40 0.23 0.41
-0.07 -0.10 0.23
-0.23 0.13 0.02
-0.19 -0.66 -0.81
0.20 0.51 -0.18
-0.26 0.10 -0.14
0.05 0.09 0.17
-0.13 -0.25 0.17
0.57 -0.25 0.04
0.11 0.04 -0.14
-0.08 -0.16 0.09
0.01 -0.06 -0.09
0.07 0.07 0.06
-0.01 0.11 0.19
0.04 -0.09 -0.02
-0.10 0.16 0.02
0.04 -0.15 -0.02
0.05 -0.09 0.08
0.10 0.03 0.01
0.13 0.06 0.01
-0.13 -0.11 0.00
-0.05 -0.04 0.09
-0.03 -0.11 0.16
-0.04 0.25 0.08
-0.04 -0.01 -0.09
-0.07 -0.05 -0.07
0.02 0.12 0.12
-0.04 -0.08 -0.08
0.06 0.01 0.08
0.11 0.02 0.21
-0.01 -0.04 -0.08
0.02 0.09 -0.12
-0.03 0.07 -0.08

Properties
Structure (SMILES) ... N#CCCN(Cc1cccnc1)C(=O)c1ccc(S(=O)(=O)N2CCOCC2)cc1
Relative energy (zero: lowest compared OMol25 entry of this formula, charge and spin) ... 2.7239 eV
2S+1 ... 1
Orbital gap ... 0.3453 Ha
HOMO energy ... -0.3429 Ha


# 3
ORCA calculation (wB97M-V/def2-TZVPD) on 2 unconnected molecules or ions with the total composition C20H22N4O6S in a non-equilibrium geometry.

Each line ends with the Mulliken charge.
Positions of all 53 atoms, in Å:
C -2.253 -3.465 0.247  -1.51
C -1.097 -2.549 -0.045  0.95
C -0.171 -2.786 -1.073  -0.63
C 0.819 -1.848 -1.388  -0.94
C 0.766 -0.572 -0.805  0.62
S 1.794 0.735 -1.408  1.28
O 2.786 1.136 -0.442  -0.63
O 2.127 0.639 -2.800  -0.66
N 0.558 1.915 -1.277  0.04
C 0.264 2.622 -0.141  -0.43
C -0.643 3.619 -0.497  -0.15
N -0.819 4.803 0.224  0.99
O -1.548 5.713 -0.232  -0.61
O -0.234 4.906 1.329  -0.63
C -1.187 3.309 -1.817  0.14
C -2.299 3.756 -2.548  -0.62
C -2.672 3.001 -3.666  -0.43
C -1.932 1.854 -4.067  -0.52
N -2.462 1.004 -5.077  0.92
O -3.597 1.234 -5.554  -0.59
O -1.793 -0.001 -5.403  -0.58
C -0.769 1.451 -3.385  -0.11
C -0.408 2.200 -2.284  0.14
C -0.186 -0.336 0.181  -0.36
C -0.988 -1.351 0.657  -0.60
H -3.064 -2.890 0.710  0.38
H -2.669 -3.882 -0.681  0.40
H -2.030 -4.292 0.935  0.25
H -0.265 -3.705 -1.662  0.43
H 1.577 -2.040 -2.145  0.51
H 0.681 2.478 0.849  0.65
H -2.852 4.636 -2.191  0.48
H -3.494 3.316 -4.292  0.47
H -0.166 0.638 -3.770  0.66
H -0.415 0.656 0.527  0.29
H -1.647 -1.148 1.496  0.31
C 0.244 -2.662 3.786  -1.32
N 0.958 -1.683 2.984  0.38
C 1.485 -0.573 3.789  -0.79
C 2.687 -0.043 2.996  -0.46
C 3.033 -1.103 1.928  0.11
C 2.039 -2.259 2.160  -0.87
H 0.032 -3.550 3.176  0.35
H 0.857 -2.966 4.652  0.45
H -0.688 -2.213 4.160  0.30
H 0.691 0.155 4.031  0.38
H 1.831 -0.956 4.771  0.30
H 2.419 0.901 2.518  0.03
H 3.531 0.130 3.667  0.38
H 2.867 -0.705 0.920  -0.40
H 4.073 -1.445 2.023  0.47
H 2.580 -3.073 2.708  0.49
H 1.652 -2.709 1.226  0.25

Forces on the atoms, in the same order (eV/Å):
-0.45 -0.16 0.01
0.44 0.10 -0.10
0.06 -0.06 -0.03
-0.19 0.23 -0.11
-0.04 -1.38 -0.38
-0.23 0.73 0.78
-0.80 -0.39 -0.69
-0.41 -0.30 0.87
-0.21 -0.13 -0.39
-0.16 2.15 -1.01
0.23 -1.50 -1.05
-0.82 2.31 2.39
1.22 -1.86 0.31
-0.81 -0.38 -1.85
0.64 -0.46 0.23
0.20 -0.38 -0.22
0.67 0.05 0.03
0.45 1.41 2.00
-1.29 -2.33 -2.29
2.20 -0.01 1.02
-0.95 1.82 0.55
-0.26 0.24 -0.95
-0.55 0.75 1.03
0.13 0.21 0.10
-0.43 -0.07 -0.41
0.18 -0.11 -0.06
0.25 -0.01 0.24
0.19 0.18 -0.25
0.23 0.33 0.26
-0.27 -0.11 0.05
0.57 0.10 -0.48
0.24 -0.55 -0.40
-0.18 -0.16 0.16
-0.24 -0.08 0.22
0.33 -0.07 0.41
-0.01 0.02 -0.22
0.13 0.31 -0.26
0.02 -0.07 -0.23
0.21 -0.86 0.17
-0.21 0.33 -0.02
-0.45 -0.22 -0.25
0.46 -0.20 0.86
-0.14 0.22 0.19
-0.13 -0.14 -0.02
0.16 -0.30 -0.07
0.32 -0.11 -0.36
-0.02 0.03 -0.15
0.23 0.04 0.00
-0.11 0.15 -0.13
0.37 -0.02 0.42
-0.35 0.11 -0.18
-0.42 0.29 -0.17
0.03 0.32 0.43

Properties
Structure (SMILES) ... Cc1ccc(S(=O)(=O)n2cc([N+](=O)[O-])c3ccc([N+](=O)[O-])cc32)cc1.CN1CCCC1
Relative energy (zero: lowest compared OMol25 entry of this formula, charge and spin) ... 8.9146 eV
2S+1 ... 1
Orbital gap ... 0.2672 Ha
HOMO energy ... -0.3137 Ha


# 4
ORCA calculation (wB97M-V/def2-TZVPD) on a molecular structure, C20H22N5O2RuS.

Each line ends with the Mulliken charge.
Positions of all 51 atoms, in Å:
Ru -0.024 0.294 0.897  0.60
N 4.132 -0.753 0.584  0.11
C 2.867 -0.795 0.898  -0.44
N 1.990 0.133 0.514  -0.12
C 2.429 1.207 -0.299  0.30
N 1.593 2.125 -0.674  -1.11
N 0.329 1.914 -0.193  0.60
C -0.605 2.771 -0.404  -0.37
C -1.881 2.468 0.218  0.73
C -2.992 3.273 0.064  -0.80
C -4.175 2.921 0.710  -0.36
C -4.191 1.769 1.472  -1.28
C -3.032 1.006 1.577  0.02
N -1.889 1.345 0.986  0.30
C 3.822 1.261 -0.681  0.77
C 4.338 2.282 -1.486  -0.29
C 5.680 2.284 -1.804  -0.82
C 6.525 1.279 -1.326  -0.46
C 6.035 0.262 -0.527  -0.91
C 4.686 0.264 -0.216  0.28
H 4.741 -1.493 0.916  0.31
H 2.519 -1.626 1.497  0.57
H -0.413 3.666 -0.988  0.49
H -2.930 4.163 -0.548  0.48
H -5.060 3.536 0.612  0.48
H -5.084 1.449 1.990  0.46
H -3.044 0.089 2.150  0.76
H 3.680 3.058 -1.849  0.50
H 6.084 3.070 -2.426  0.46
H 7.576 1.295 -1.581  0.45
H 6.690 -0.517 -0.157  0.42
C -1.090 -0.645 3.954  -0.98
C -0.455 -0.644 2.631  0.69
O 0.101 -1.501 2.003  -0.34
H -1.436 -1.653 4.185  0.37
H -1.871 0.103 4.046  0.37
H -0.307 -0.373 4.675  0.37
O -1.006 -0.690 -0.528  -0.43
S -1.971 -1.911 -0.299  0.38
C -3.308 -1.686 -1.482  -0.62
C -3.716 -3.128 -1.771  -0.61
C -2.433 -3.965 -1.966  -0.65
C -1.254 -3.270 -1.259  -0.57
H -2.872 -1.179 -2.345  0.38
H -4.093 -1.079 -1.036  0.41
H -4.351 -3.150 -2.655  0.36
H -4.312 -3.519 -0.945  0.35
H -2.192 -4.060 -3.023  0.30
H -2.573 -4.969 -1.575  0.31
H -0.571 -2.772 -1.951  0.36
H -0.689 -3.910 -0.586  0.46

Forces on the atoms, in the same order (eV/Å):
-0.10 0.44 0.21
0.02 -0.02 -0.03
0.00 0.02 -0.08
-0.06 -0.01 -0.13
-0.09 0.03 0.02
0.05 -0.09 -0.08
-0.02 0.06 0.09
0.06 -0.03 0.07
0.02 0.09 0.03
0.01 0.01 -0.01
0.01 -0.03 0.01
0.00 0.02 -0.01
-0.05 -0.01 -0.02
0.00 -0.21 -0.06
0.00 -0.01 0.03
0.03 0.01 -0.02
-0.03 0.01 0.00
0.01 -0.02 0.02
0.03 -0.01 -0.02
-0.04 0.02 0.01
0.01 0.02 0.02
0.02 0.01 0.01
-0.01 0.00 0.00
0.00 0.00 0.00
0.00 0.00 0.00
0.00 0.00 0.00
0.01 -0.02 0.01
-0.01 0.00 0.01
0.00 0.00 0.00
0.00 0.00 0.00
0.00 0.00 0.00
0.13 0.30 0.15
-0.09 -0.33 -0.39
-0.11 -0.14 0.29
-0.01 0.00 -0.01
-0.01 0.01 -0.03
0.02 -0.04 -0.01
0.31 0.01 -0.10
-0.14 -0.11 -0.02
0.01 0.01 0.02
-0.01 -0.01 -0.01
-0.02 0.00 0.00
0.03 0.06 0.04
0.00 0.00 0.00
0.01 0.01 -0.01
-0.01 -0.01 0.01
0.01 0.00 0.01
0.00 0.00 0.00
0.00 0.00 -0.01
0.01 -0.02 0.00
-0.01 -0.01 0.00

Properties
Relative energy (zero: lowest compared OMol25 entry of this formula, charge and spin) ... 0.0000 eV
Total charge ... +3
2S+1 ... 1
Orbital gap (spin up / spin down) ... 0.2188 / 0.2188 Ha
HOMO energy (spin up / spin down) ... -0.6310 / -0.6310 Ha


# 5
ORCA calculation (wB97M-V/def2-TZVPD) on a molecular structure, C20H22N8O2STi in a non-equilibrium geometry.

Each line ends with the Mulliken charge.
Positions of all 54 atoms, in Å:
Ti -0.245 -0.152 -0.178  -0.30
N 3.385 -0.205 2.499  -0.38
C 2.216 -0.249 1.863  0.65
S 2.199 0.019 0.137  -0.28
N 1.156 -0.517 2.602  -1.77
N 0.013 -0.619 1.864  1.70
C -1.057 -0.889 2.525  -0.71
C -2.278 -1.131 1.767  0.83
C -3.511 -1.338 2.347  -1.00
C -4.596 -1.579 1.516  -0.44
C -4.411 -1.596 0.143  -0.95
C -3.147 -1.358 -0.361  -0.04
N -2.099 -1.141 0.437  0.68
H 4.239 -0.023 2.001  0.23
H 3.422 -0.404 3.486  0.25
H -1.010 -0.998 3.603  0.55
H -3.614 -1.323 3.424  0.55
H -5.578 -1.749 1.938  0.46
H -5.233 -1.778 -0.535  0.47
H -2.964 -1.334 -1.426  0.50
N -0.031 -1.819 -3.120  0.02
C 0.298 -2.647 -2.055  0.73
C 0.717 -3.939 -2.363  -1.10
C 0.971 -4.827 -1.350  -0.46
C 0.793 -4.408 -0.033  -1.04
C 0.388 -3.124 0.191  -0.41
N 0.140 -2.222 -0.797  0.66
C 0.070 -0.451 -3.216  0.72
C -0.239 0.150 -4.442  -0.90
C -0.077 1.502 -4.582  -0.48
C 0.433 2.245 -3.510  -1.02
C 0.692 1.593 -2.348  -0.07
N 0.479 0.257 -2.161  0.37
H -0.117 -2.292 -4.006  0.30
H 0.846 -4.219 -3.400  0.46
H 1.307 -5.831 -1.574  0.44
H 0.967 -5.068 0.805  0.48
H 0.250 -2.783 1.202  0.41
H -0.603 -0.461 -5.258  0.45
H -0.326 1.985 -5.517  0.47
H 0.623 3.305 -3.595  0.48
H 1.105 2.117 -1.498  0.40
N 0.024 1.964 1.131  -0.27
C -1.254 2.690 1.341  -0.66
C -1.801 3.239 0.031  -0.49
C -2.093 2.184 -0.999  0.30
O -2.739 2.305 -1.984  -0.53
O -1.492 0.988 -0.694  -0.27
H 0.442 1.744 2.032  0.32
H 0.691 2.586 0.680  0.30
H -1.122 3.508 2.047  0.51
H -1.965 1.993 1.785  0.22
H -1.090 3.939 -0.420  0.26
H -2.717 3.803 0.196  0.42

Forces on the atoms, in the same order (eV/Å):
0.89 0.60 0.20
0.08 0.08 -0.14
0.10 -0.16 0.18
-0.38 -0.18 0.16
-0.11 0.12 -0.31
0.14 -0.26 0.71
-0.07 -0.14 0.04
0.19 0.00 0.08
-0.15 -0.13 0.12
-0.07 0.00 0.05
-0.09 -0.03 0.00
0.20 -0.07 0.03
-0.13 0.01 0.11
0.00 0.01 0.02
-0.01 0.00 0.01
-0.04 0.04 0.03
-0.02 0.01 -0.03
0.01 0.00 0.00
0.02 0.00 0.02
0.02 0.03 -0.05
-0.09 -0.03 0.09
-0.13 0.17 -0.05
0.03 -0.14 -0.10
0.03 -0.09 0.03
0.01 -0.11 -0.03
0.00 0.16 -0.05
0.07 -0.16 -0.14
0.13 0.00 0.12
0.04 0.06 -0.12
-0.04 -0.01 -0.08
0.05 0.06 -0.18
0.19 -0.21 0.16
-0.04 0.20 -0.38
-0.03 -0.01 0.02
0.01 -0.01 0.01
-0.02 0.02 0.00
0.01 0.01 -0.03
0.02 0.07 0.03
0.01 0.02 0.01
0.01 -0.01 0.02
0.00 -0.02 0.00
-0.04 0.00 0.08
-0.16 -0.07 -0.13
0.08 -0.03 -0.06
0.07 0.00 0.10
0.31 -0.14 0.25
-0.13 -0.01 -0.21
-0.94 0.33 -0.66
0.01 -0.03 -0.01
0.02 -0.04 -0.03
0.01 0.06 0.04
-0.03 -0.04 0.02
-0.01 0.02 0.00
-0.01 0.05 0.02

Properties
Relative energy (zero: lowest compared OMol25 entry of this formula, charge and spin) ... 0.6675 eV
Total charge ... +2
2S+1 ... 1
Orbital gap ... 0.2644 Ha
HOMO energy ... -0.5262 Ha